[1]
Formula: C9H14
Source: the OMol25 dataset
Level of theory: ωB97M-V with the def2-TZVPD basis set

Calculated values
multiplicity: 2
calculated total energy: -351.21286 hartree
<S²>: 0.762
total charge: -1
HOMO level (alpha / beta): 0.980 / -3.426 eV
E_LUMO (alpha / beta): 3.4643 / 3.4972 eV
ΔE to the lowest compared entry with this formula, charge and spin: 1.809 eV

Each line ends with the Mulliken spin population.
Atoms and positions in Å:
C -0.442 -3.514 0.401  -0.071
C 1.378 0.200 -0.084  -0.140
C 0.034 0.171 0.428  0.159
C 2.097 -0.940 -0.549  0.376
C -0.578 -1.107 0.551  0.591
C 1.423 -2.166 -0.433  0.161
C 0.136 -2.194 0.064  -0.284
H 1.671 1.149 -0.369  -0.032
H -0.469 1.105 0.365  0.050
H 3.088 -0.785 -0.837  0.044
H -1.610 -0.963 0.791  0.081
H 2.053 -3.001 -0.828  0.009
H -0.135 -3.790 1.497  0.005
H 0.075 -4.296 -0.277  0.017
H -1.664 -3.578 0.289  0.019
C -0.739 4.016 -0.144  0.028
C -2.317 3.921 -0.135  -0.010
H -0.360 4.941 -0.599  0.001
H -0.161 3.831 0.764  0.002
H -0.401 3.409 -1.015  -0.013
H -2.700 4.560 -0.990  0.000
H -2.738 4.276 0.799  0.002
H -2.598 2.832 -0.181  0.005

=====

[2]
Formula: C5H10N2O
Source: the OMol25 dataset
Level of theory: ωB97M-V with the def2-TZVPD basis set

Calculated values
calculated total energy: -380.99319 hartree
total charge: 0
HOMO level: -7.804 eV
E_LUMO: 0.4730 eV
ΔE to the lowest compared entry with this formula, charge and spin: 7.953 eV

Each line ends with the natural charge from an NBO analysis.
Atoms and positions in Å:
C 1.946 1.408 -0.100  -0.620
C 0.870 0.626 -0.627  -0.301
C 0.398 -0.667 -0.336  0.179
C 1.344 -1.513 0.431  -0.649
C -1.855 -0.807 -0.555  0.330
H 1.634 2.464 0.141  0.239
H 2.417 0.899 0.878  0.207
H 3.269 1.248 -0.749  0.173
H -0.281 1.207 -0.767  0.192
H 0.810 -1.622 1.366  0.213
H 1.709 -2.467 -0.016  0.230
H 2.120 -0.994 0.862  0.208
H -2.848 -1.279 -0.984  0.199
H -1.436 0.450 0.800  0.369
H -3.713 1.444 -0.137  0.488
N -0.729 -1.272 -0.566  -0.496
N -2.111 0.485 0.056  -0.397
O -3.545 0.390 0.300  -0.563

=====

[3]
Formula: C33H46BrN9O3P2RhS
Source: the OMol25 dataset
Level of theory: ωB97M-V with the def2-TZVPD basis set

Calculated values
multiplicity: 5
calculated total energy: -5768.37487 hartree
<S²>: 6.048
total charge: +3
HOMO level (alpha / beta): -15.212 / -15.447 eV
E_LUMO (alpha / beta): -8.2578 / -9.1819 eV
ΔE to the lowest compared entry with this formula, charge and spin: 0.000 eV

Each line ends with the Mulliken spin population.
Atoms and positions in Å:
Rh -0.380 1.697 2.093  2.494
Br 5.592 -1.092 -1.467  -0.004
C 4.069 -0.936 -0.372  -0.032
C 4.246 -0.979 1.034  0.351
C 3.150 -0.727 1.881  -0.065
C 1.906 -0.544 1.363  0.232
C 1.626 -0.752 -0.082  0.054
C 2.848 -0.755 -0.928  0.266
N 0.794 -0.187 2.161  -0.010
C 0.509 -0.884 3.198  0.056
C -0.589 -0.508 4.101  0.072
C -0.876 -1.271 5.214  0.025
C -1.913 -0.869 6.054  0.003
C -2.618 0.276 5.738  0.011
C -2.268 0.991 4.597  0.029
N -1.279 0.613 3.793  0.084
H 5.230 -1.134 1.452  -0.002
H 3.318 -0.615 2.945  0.000
H 0.851 -0.072 -0.446  0.055
H 2.732 -0.662 -2.000  -0.006
H 1.067 -1.791 3.426  0.009
H -0.299 -2.161 5.428  0.001
H -2.157 -1.444 6.936  0.000
H -3.429 0.626 6.361  0.000
H -2.796 1.895 4.328  0.004
C -1.429 -3.772 -0.080  0.003
N -0.311 -4.054 -0.992  0.003
C -0.322 -5.405 -1.564  0.000
P 0.741 -2.924 -1.430  0.022
O 0.971 -2.107 -0.107  0.036
O 0.248 -1.907 -2.538  -0.005
P -1.155 -1.005 -2.535  0.008
O -1.376 -0.489 -1.170  -0.011
N -0.872 0.171 -3.624  0.001
C -0.912 -0.071 -5.067  0.000
C -0.073 1.331 -3.239  0.002
N -2.242 -2.083 -3.082  0.000
C -3.661 -1.757 -2.913  0.000
C -1.984 -3.156 -4.041  0.000
N 2.070 -3.565 -2.052  0.003
C 2.616 -3.315 -3.392  0.003
C 2.911 -4.412 -1.195  0.000
H -2.371 -3.973 -0.592  0.000
H -1.418 -2.730 0.226  -0.001
H -1.358 -4.419 0.794  0.000
H -1.262 -5.578 -2.088  0.000
H -0.228 -6.138 -0.762  0.000
H 0.498 -5.537 -2.264  0.000
H -1.598 -0.879 -5.301  0.000
H 0.077 -0.314 -5.464  0.000
H -1.272 0.829 -5.566  0.000
H -0.158 1.500 -2.168  -0.001
H -0.450 2.213 -3.759  0.000
H 0.979 1.202 -3.512  0.000
H -3.783 -1.026 -2.116  0.000
H -4.208 -2.660 -2.638  0.000
H -4.088 -1.360 -3.838  0.000
H -0.917 -3.297 -4.195  0.000
H -2.448 -2.937 -5.005  0.000
H -2.415 -4.087 -3.668  0.000
H 1.930 -2.719 -3.985  -0.001
H 2.780 -4.269 -3.893  0.000
H 3.570 -2.793 -3.310  0.000
H 2.440 -4.570 -0.226  -0.002
H 3.881 -3.935 -1.043  0.003
H 3.063 -5.381 -1.671  0.000
C -3.700 4.279 -2.764  -0.001
C -2.919 3.619 -1.673  0.008
C -3.369 2.463 -1.042  -0.003
C -2.635 1.900 -0.019  0.061
N -1.484 2.437 0.411  0.028
C -1.030 3.553 -0.195  0.059
C -1.709 4.158 -1.225  0.000
H -4.461 3.618 -3.173  0.000
H -3.045 4.614 -3.567  0.000
H -4.201 5.166 -2.371  0.001
H -4.297 1.996 -1.344  -0.001
H -2.960 0.991 0.467  0.000
H -0.098 3.961 0.181  -0.008
H -1.303 5.055 -1.675  0.001
N -1.523 4.567 3.313  0.017
C -0.194 4.427 3.472  0.025
N 0.504 3.464 2.897  0.084
C 1.874 3.589 3.198  0.001
C 2.891 2.774 2.720  -0.027
C 4.188 3.032 3.130  0.007
C 4.472 4.084 4.001  0.004
C 3.464 4.906 4.474  -0.001
C 2.166 4.642 4.058  0.006
S 0.710 5.521 4.454  0.013
H -1.982 4.142 2.525  0.003
H -2.005 5.324 3.769  -0.001
H 2.675 1.969 2.027  0.028
H 4.997 2.417 2.761  -0.001
H 5.493 4.268 4.306  0.000
H 3.683 5.728 5.140  0.000

=====

[4]
Formula: C5H29NO8
Source: the OMol25 dataset
Level of theory: ωB97M-V with the def2-TZVPD basis set

Calculated values
multiplicity: 2
calculated total energy: -864.18022 hartree
<S²>: 0.755
total charge: +1
HOMO level (alpha / beta): -13.943 / -13.942 eV
E_LUMO (alpha / beta): -3.4996 / -9.0638 eV

Each line ends with the Mulliken spin population.
Atoms and positions in Å:
C 2.900 1.158 2.733  0.000
C 1.794 1.805 1.852  0.001
C 1.732 1.307 0.413  0.012
C 0.387 0.490 0.128  0.030
C 0.637 -0.947 -0.305  -0.036
N 1.690 -1.524 0.473  0.689
H 2.777 0.076 2.710  -0.001
H 2.800 1.425 3.806  0.000
H 3.873 1.528 2.407  0.000
H 0.851 1.688 2.381  -0.001
H 1.905 2.880 1.780  0.000
H 2.669 0.878 0.043  0.008
H 1.568 2.148 -0.246  -0.006
H -0.091 0.971 -0.735  0.012
H -0.411 0.691 0.861  0.006
H 0.781 -1.145 -1.440  0.151
H -0.256 -1.585 0.065  0.089
H 2.024 -2.408 0.086  -0.020
H 2.504 -0.915 0.643  0.000
H -3.000 0.727 0.029  0.000
H -2.886 1.986 0.898  0.000
O -2.621 1.605 0.053  0.000
H -1.691 3.740 -1.619  0.000
H -0.167 3.435 -1.287  0.000
O -0.795 3.740 -1.948  0.000
H 1.278 -1.844 -4.296  0.000
H 0.832 -2.735 -3.106  0.000
O 1.294 -1.916 -3.331  0.013
H -3.128 -2.370 -1.135  0.000
H -3.299 -2.745 0.311  0.000
O -3.483 -3.081 -0.572  0.000
H 0.287 -1.900 1.777  0.015
H -0.294 -3.075 2.513  -0.005
O -0.509 -2.170 2.250  0.039
H -0.597 1.468 -2.832  0.000
H -0.152 0.316 -3.746  0.000
O -0.915 0.640 -3.250  0.001
H -1.322 -0.668 3.808  0.000
H -0.510 0.089 2.809  0.001
O -1.006 0.220 3.606  0.001
H -3.071 -0.848 -3.077  0.000
H -1.836 -1.479 -2.449  0.001
O -2.542 -1.656 -3.060  0.000

=====

Which value of calculated total energy does entry 4 give?
-864.18022 hartree

=====

Number 4 is which compound?
C5H29NO8

=====

Which formula does entry 1 have?
C9H14